(1)
A molecular structure, C16H11BF10N2O5RuS. Source: OMol25; level of theory: wB97M-V/def2-TZVPD.

Cartesian coordinates (Å):
Ru (-0.371, -1.576, -0.029)
S (-1.575, -3.481, 0.609)
C (-0.193, -3.650, 1.633)
C (0.193, -4.592, 2.584)
C (1.412, -4.415, 3.207)
C (2.227, -3.328, 2.889)
C (1.790, -2.421, 1.942)
N (0.606, -2.606, 1.354)
H (-0.452, -5.430, 2.807)
H (1.742, -5.132, 3.949)
H (3.183, -3.184, 3.370)
H (2.335, -1.541, 1.629)
O (2.184, 0.398, 0.210)
C (1.382, 0.745, -0.653)
O (0.285, 0.181, -1.006)
C (1.676, 2.009, -1.430)
C (2.895, 2.652, -1.253)
C (3.188, 3.818, -1.947)
C (2.259, 4.359, -2.818)
C (1.048, 3.706, -2.975)
C (0.735, 2.539, -2.304)
N (0.055, 4.288, -3.898)
O (0.349, 5.327, -4.464)
O (-1.012, 3.725, -4.015)
H (3.600, 2.215, -0.559)
H (4.142, 4.310, -1.808)
H (2.451, 5.266, -3.370)
H (-0.213, 2.043, -2.448)
F (-0.126, -4.288, -2.584)
B (0.070, -2.934, -2.699)
F (-1.128, -2.206, -2.600)
F (0.846, -2.508, -1.496)
F (0.820, -2.566, -3.781)
C (-2.348, 0.760, 2.984)
C (-2.243, 0.301, 1.530)
O (-1.208, -0.588, 1.448)
C (-3.568, -0.399, 1.131)
F (-3.858, -1.375, 2.004)
F (-4.618, 0.449, 1.132)
F (-3.512, -0.954, -0.085)
C (-2.046, 1.564, 0.648)
F (-2.923, 2.546, 0.970)
F (-2.198, 1.330, -0.655)
F (-0.822, 2.073, 0.849)
H (-2.411, -0.127, 3.608)
H (-3.211, 1.399, 3.153)
H (-1.436, 1.299, 3.235)

The LUMO energy (spin up / spin down) is 1.9 / 1.9 eV. The spin multiplicity is 2. The total charge is -1. The calculation puts the highest occupied orbital energy (spin up / spin down) at -5.8 / -6.0 eV. For the HOMO-LUMO gap (spin up / spin down), the calculation gives 7.76 / 7.90 eV.

Results of the natural (NBO) charge analysis, in e, for atoms 1 through 6: Ru 1.194; S 0.002; C 0.077; C -0.269; C -0.148; C -0.294

=====

(2)
9 unconnected molecules or ions with the total composition BrH17O8. Source: OMol25; level of theory: wB97M-V/def2-TZVPD.

Cartesian coordinates (Å):
O (0.259, 0.017, -0.845)
H (-0.544, 0.320, -0.458)
H (-0.078, -0.697, -1.331)
H (0.937, -0.152, -0.002)
Br (3.216, -0.518, 0.742)
O (0.132, 1.189, 1.931)
H (-0.725, 1.514, 1.800)
H (0.394, 1.749, 2.633)
O (2.328, 2.573, 0.638)
H (2.546, 1.825, 1.243)
H (1.737, 3.012, 1.313)
O (-1.901, 2.149, -2.966)
H (-2.132, 2.893, -3.430)
H (-1.583, 2.221, -2.019)
O (1.508, -3.019, -0.566)
H (2.137, -2.576, -0.235)
H (0.938, -3.363, 0.158)
O (-0.896, -1.893, -2.573)
H (-0.658, -2.504, -3.259)
H (-1.781, -2.275, -2.377)
O (0.727, -1.316, 3.350)
H (-0.001, -0.746, 3.156)
H (1.124, -1.298, 2.486)
O (-2.238, 0.581, 0.098)
H (-2.520, 0.116, 0.949)
H (-2.929, 0.205, -0.428)

The LUMO energy is -1.0 eV. The spin multiplicity is 1. The total charge is 0. The calculation puts the highest occupied orbital energy at -8.1 eV. For the HOMO-LUMO gap, the calculation gives 7.12 eV.

Results of the natural (NBO) charge analysis, in e, for atoms 1 through 6: O -0.823; H 0.526; H 0.551; H 0.565; Br -0.842; O -0.934

=====

(3)
C5H10O2 in the gas phase. Source: OMol25; level of theory: wB97M-V/def2-TZVPD.

Cartesian coordinates (Å):
O (-0.211, 2.478, -1.468)
C (-0.780, 1.721, -0.428)
C (0.226, 0.734, 0.146)
C (-0.372, -0.247, 1.159)
C (0.239, -1.611, 0.794)
C (0.837, -1.411, -0.611)
O (0.679, -0.044, -0.960)
H (0.198, 1.829, -2.059)
H (-1.653, 1.146, -0.780)
H (-1.123, 2.424, 0.340)
H (1.078, 1.287, 0.571)
H (-1.463, -0.273, 1.059)
H (-0.145, 0.045, 2.188)
H (-0.517, -2.401, 0.798)
H (1.015, -1.904, 1.506)
H (0.324, -2.011, -1.372)
H (1.903, -1.678, -0.632)

The LUMO energy is 1.0 eV. The spin multiplicity is 1. The total charge is 0. The calculation puts the highest occupied orbital energy at -9.7 eV. For the HOMO-LUMO gap, the calculation gives 10.68 eV.

Results of the natural (NBO) charge analysis, in e, for atoms 1 through 6: O -0.713; C -0.065; C 0.068; C -0.430; C -0.434; C -0.061

=====

ΔE to the lowest compared entry with this formula, charge and spin values, unit kcal per mole, following the record order: 15.7 10.3 32.3.
Largest force on an atom values, unit eV/Å, following the record order: 1.26 11.26 0.37.
E_tot values, unit a.u., following the record order: -2618.9493 -3186.0351 -346.9739.